Entry 1:
{"formula": "C19H28F6N3O5S2", "method": "ωB97M-V/def2-TZVPD", "species": ["S", "C", "S", "C", "C", "C", "C", "N", "C", "C", "N", "N", "C", "C", "O", "C", "C", "H", "H", "H", "H", "H", "H", "H", "H", "H", "H", "H", "H", "H", "H", "H", "H", "H", "H", "C", "C", "O", "C", "O", "C", "F", "F", "F", "H", "H", "H", "H", "H", "C", "C", "O", "C", "O", "C", "F", "F", "F", "H", "H", "H", "H", "H"], "xyz": [[-3.822, 0.581, -2.043], [-2.950, 1.914, -2.357], [-3.439, 3.424, -1.464], [-1.983, 3.721, -0.408], [-0.692, 4.079, -1.142], [0.466, 4.368, -0.129], [1.125, 3.096, 0.316], [0.757, 2.343, 1.317], [1.635, 1.275, 1.415], [2.514, 1.416, 0.447], [2.172, 2.564, -0.255], [-1.858, 1.989, -3.207], [-1.941, 3.080, -4.197], [-0.528, 3.201, -4.831], [-0.136, 2.017, -5.471], [-0.167, 0.936, -4.555], [-1.575, 0.748, -3.926], [-1.862, 2.845, 0.243], [-2.244, 4.580, 0.225], [-0.849, 4.959, -1.775], [-0.323, 3.286, -1.801], [1.216, 4.974, -0.644], [0.039, 4.860, 0.751], [-0.046, 2.538, 1.897], [1.586, 0.487, 2.156], [3.348, 0.764, 0.242], [2.663, 2.927, -1.059], [-2.646, 2.792, -4.991], [-2.167, 4.055, -3.769], [0.152, 3.431, -3.987], [-0.548, 4.056, -5.512], [0.487, 1.237, -3.710], [0.188, 0.005, -4.996], [-1.510, -0.133, -3.289], [-2.273, 0.615, -4.766], [3.176, -4.988, 1.528], [4.036, -3.929, 2.182], [3.240, -2.800, 2.605], [2.608, -2.941, 3.768], [2.643, -3.903, 4.474], [1.849, -1.651, 4.109], [1.171, -1.159, 3.040], [2.689, -0.680, 4.511], [0.965, -1.831, 5.079], [2.599, -4.560, 0.706], [3.796, -5.796, 1.141], [2.462, -5.409, 2.236], [4.756, -3.539, 1.464], [4.601, -4.332, 3.022], [-3.836, -2.442, 1.837], [-2.622, -2.146, 0.983], [-1.402, -2.385, 1.715], [-0.986, -3.649, 1.775], [-1.534, -4.590, 1.280], [0.343, -3.722, 2.540], [0.318, -2.981, 3.660], [1.359, -3.261, 1.781], [0.642, -4.968, 2.894], [-3.794, -1.876, 2.769], [-4.750, -2.180, 1.305], [-3.881, -3.497, 2.103], [-2.609, -1.092, 0.709], [-2.633, -2.721, 0.056]], "forces_ev_per_angstrom": [[-0.028, -0.166, -0.019], [0.081, 0.164, 0.750], [0.299, -0.017, -0.194], [0.251, -0.091, -0.350], [0.601, -0.067, 0.253], [-0.572, -0.513, -0.421], [-1.199, 2.471, -0.932], [-0.161, -0.727, 0.848], [-0.960, -0.681, 1.529], [1.298, -0.386, -1.076], [1.221, -0.897, -0.229], [-1.860, -0.130, 0.240], [1.728, 0.085, -0.805], [-0.949, 0.220, 0.811], [0.038, -0.264, -0.408], [-0.435, 0.667, 1.086], [1.757, 0.135, -1.206], [0.028, 0.104, -0.100], [-0.221, -0.224, -0.110], [0.004, -0.048, 0.228], [-0.460, 0.015, 0.044], [-0.069, 0.144, 0.428], [0.407, 0.268, -0.150], [0.116, -0.093, 0.089], [-0.207, 0.432, -0.146], [0.003, 0.282, -0.304], [-0.075, 0.105, 0.078], [-0.099, 0.271, 0.275], [-0.335, -0.334, 0.186], [0.091, -0.009, -0.325], [0.293, -0.394, -0.266], [0.111, -0.466, -0.166], [-0.005, 0.325, -0.327], [-0.429, 0.244, 0.127], [-0.187, -0.247, 0.465], [-0.023, -0.361, -0.060], [0.314, -0.449, -0.322], [1.866, 0.873, 1.325], [1.824, -0.263, -0.070], [-0.030, 0.377, 0.196], [0.065, 1.131, 0.862], [0.904, 1.379, -0.074], [0.147, -0.163, -0.246], [1.307, 1.654, 1.931], [0.347, -0.267, -0.086], [0.135, 0.063, 0.035], [0.519, -0.090, -0.224], [-0.108, 0.267, 0.059], [-0.183, 0.079, 0.137], [0.120, -0.214, 0.250], [-0.672, 0.181, -0.207], [0.484, -0.043, 0.090], [-0.814, 0.195, -0.509], [0.443, 0.011, 0.255], [-0.182, -0.682, -0.074], [-3.103, -3.680, -2.171], [-3.020, -0.274, -0.944], [-0.802, 0.137, -0.066], [-0.035, 0.102, -0.074], [0.046, 0.027, -0.028], [-0.027, -0.014, -0.113], [0.244, 0.006, 0.111], [0.159, -0.160, 0.117]], "total_energy_ev": -72831.851, "charge": 1}

Entry 2:
{"formula": "CH2ClOP", "method": "ωB97M-V/def2-TZVPD", "species": ["C", "O", "P", "Cl", "H", "H"], "xyz": [[1.501, 0.433, -0.164], [-2.916, -1.366, -0.014], [-2.456, -0.142, 0.564], [0.067, -0.279, 0.183], [1.809, 0.236, -1.141], [1.994, 1.118, 0.572]], "forces_ev_per_angstrom": [[0.637, 1.120, 1.733], [-0.603, -2.092, -0.992], [1.155, 2.511, 0.832], [-0.937, -0.989, 0.664], [0.569, 0.216, -1.243], [-0.822, -0.765, -0.995]], "total_energy_ev": -24923.728, "de_lowest_kj_mol": 371.6, "charge": 0}